C45H51Cl2N6O11TaTe as an isolated structure at a distorted geometry, computed with ωB97M-V/def2-TZVPD.

2S+1: 2
Energy above the lowest of the compared OMol25 structures with the same formula, charge and spin (kcal/mol): 21.36
Net charge: +1
HOMO level (spin up / spin down) (eV): -9.98 / -11.32
⟨S²⟩: 0.753
DFT total energy (hartree): -4146.70039
Frontier orbital gap (spin up / spin down) (Eh): 0.2410 / 0.2887

Geometry as XYZ:
```
117
Properties=species:S:1:pos:R:3:forces:R:3
Ta -1.05973 -1.81639 -0.63306 -0.80 -1.42 -0.32
C 2.63652 -2.10257 -5.66371 -0.18 -0.16 0.16
N 1.81696 -3.23865 -5.23527 0.14 0.01 0.02
C 2.24604 -4.58428 -5.62203 -0.05 0.27 0.04
C 0.67265 -3.07804 -4.53285 -0.18 -0.05 0.05
O -0.07165 -3.99417 -4.20663 0.14 0.12 -0.21
C 0.33238 -1.63490 -4.14077 0.02 -0.26 -0.02
O -0.89121 -1.54603 -3.43280 0.06 0.53 -0.05
C -2.02726 -2.06665 -4.07600 0.04 -0.15 -0.04
C -2.57084 -3.15816 -3.18137 0.18 -0.06 -0.36
O -2.16861 -3.21352 -2.00775 -0.10 0.12 0.87
N -3.43576 -4.03130 -3.67454 -0.15 -0.02 0.19
C -3.91215 -5.12511 -2.81606 -0.02 0.19 -0.15
C -4.02819 -3.84803 -5.00176 0.16 -0.03 0.03
H 3.54208 -2.48760 -6.12016 0.06 -0.04 0.00
H 2.92927 -1.46840 -4.82292 -0.02 -0.06 0.00
H 2.12682 -1.48380 -6.40531 -0.02 -0.03 -0.01
H 2.21297 -4.70257 -6.70470 0.00 0.02 -0.06
H 1.58435 -5.30922 -5.16519 -0.07 -0.02 0.06
H 3.26345 -4.76131 -5.27724 0.05 0.01 0.02
H 0.32430 -0.99044 -5.02256 -0.12 0.07 -0.07
H 1.08346 -1.25963 -3.44254 -0.16 0.00 -0.34
H -1.77710 -2.48092 -5.05114 -0.06 0.03 0.00
H -2.78157 -1.28814 -4.21163 -0.04 0.12 0.00
H -3.11546 -5.43640 -2.15308 0.13 -0.01 0.05
H -4.20074 -5.96054 -3.44743 0.00 0.00 -0.03
H -4.76464 -4.81282 -2.21219 -0.03 0.04 -0.04
H -4.58003 -2.90900 -5.07072 0.01 -0.01 0.05
H -4.72482 -4.65998 -5.18162 -0.01 -0.02 0.03
H -3.27195 -3.87485 -5.78910 0.00 -0.04 0.09
O 4.52363 -4.15222 -0.48250 0.27 0.04 0.04
C 4.79403 -2.86639 -0.31772 0.05 0.09 -0.08
O 5.82182 -2.49311 0.17952 -0.06 0.04 0.05
C 3.77844 -1.88294 -0.81921 -0.02 -0.21 0.04
C 3.94903 -0.51593 -0.82773 -0.15 0.32 0.02
Cl 5.21868 0.39895 -0.17145 0.00 -0.01 0.00
N 2.82655 0.05221 -1.35967 0.05 0.52 -0.20
N 1.92307 -0.89553 -1.67034 0.38 0.48 0.45
C 2.47346 -2.04272 -1.33666 -0.42 -0.20 -0.05
C 1.56907 -3.23740 -1.39012 -0.55 0.53 0.16
O 1.98854 -4.36360 -1.34843 0.17 -0.43 -0.09
O 0.28147 -2.92909 -1.45367 2.16 -0.69 -0.45
C 2.52421 1.42179 -1.73273 0.06 -0.27 0.04
C 1.18600 1.79884 -1.84452 0.22 -0.12 0.00
C 0.86120 3.07138 -2.28585 -0.03 0.01 -0.08
C 1.85948 3.98336 -2.59884 -0.04 0.04 0.01
C 3.18752 3.60697 -2.47453 0.05 -0.02 0.02
C 3.52799 2.32551 -2.05719 0.05 -0.02 -0.02
H 3.66714 -4.30287 -0.92515 -0.40 -0.12 0.00
H 0.41216 1.07989 -1.61984 -0.13 -0.14 -0.03
H -0.18307 3.35011 -2.39042 0.15 -0.06 0.00
H 1.60415 4.97704 -2.95294 0.02 -0.10 0.07
H 3.97643 4.30816 -2.72211 -0.05 -0.07 0.00
H 4.56675 2.03685 -2.01164 -0.04 0.02 -0.03
O 0.96405 -1.79428 0.94569 -0.19 -0.64 0.08
N 0.64017 -2.86768 1.60108 0.23 -0.09 0.11
O 1.29102 -3.25824 2.55402 -0.63 0.54 -0.94
O -0.38026 -3.47052 1.16894 0.07 0.40 -0.19
Cl -3.90717 -1.44868 -0.62170 -0.18 0.21 -0.03
C -2.61567 -0.32951 -1.29226 0.37 -0.22 -0.21
H -2.73940 0.59552 -0.74156 0.01 0.00 0.04
H -2.85863 -0.13702 -2.33067 -0.05 -0.10 -0.12
C 1.12163 7.33001 0.31703 -0.04 -0.09 -0.01
C 0.88097 5.86322 0.57480 -0.07 0.15 -0.05
C 1.83460 5.07409 1.19710 0.13 0.02 -0.01
C 1.61944 3.72495 1.45907 0.07 -0.25 0.16
C 2.74009 2.94375 2.13580 -0.36 0.17 -0.12
C 0.38240 3.17288 1.09517 0.04 0.06 -0.09
Te 0.19484 1.10133 1.55092 -0.46 1.05 1.00
N -1.40724 -0.92274 1.02569 -1.37 1.25 1.85
C -2.14513 -0.21286 1.80331 0.91 -0.91 -0.83
O -1.81577 1.09380 1.93440 0.45 -0.19 -0.09
C -3.24687 -0.74484 2.61948 -0.02 0.47 0.12
C -3.34209 -2.12214 2.81477 -0.02 0.01 -0.06
C -4.33607 -2.62548 3.63533 -0.05 0.00 0.03
C -5.24775 -1.76243 4.23637 -0.01 -0.02 -0.02
C -5.16131 -0.39090 4.02982 -0.01 0.07 -0.01
C -4.14886 0.12350 3.23451 0.02 0.01 0.01
C 0.34596 1.38587 3.67068 0.04 -0.13 -0.09
C -0.49623 2.27604 4.38031 0.01 0.01 -0.09
C -1.33716 3.40525 3.81363 0.27 -0.13 0.09
C -0.49261 2.16901 5.76488 -0.04 0.02 0.10
C 0.29611 1.25456 6.45778 -0.04 0.10 0.18
C 0.25890 1.17370 7.96373 0.02 0.00 -0.15
C 1.15620 0.45503 5.72859 0.17 -0.17 0.14
C 1.21502 0.51134 4.34234 0.18 -0.03 -0.25
C 2.30348 -0.29471 3.66762 -0.06 0.28 0.17
C -0.56896 3.91996 0.39005 -0.22 -0.18 0.12
C -1.85992 3.33237 -0.13946 0.16 0.26 0.16
C -0.30720 5.26155 0.16628 -0.01 0.13 -0.05
H 2.11505 7.63832 0.64535 -0.07 -0.04 -0.02
H 0.38357 7.93730 0.84758 0.06 -0.04 -0.04
H 1.02449 7.55828 -0.74823 0.02 -0.02 0.09
H 2.78710 5.51233 1.48421 -0.08 -0.03 -0.03
H 3.71009 3.32538 1.82177 -0.02 0.06 -0.04
H 2.74758 1.87782 1.89282 -0.01 -0.07 -0.07
H 2.67729 3.02652 3.22266 -0.03 -0.02 -0.01
H -2.62721 -2.78013 2.33689 0.02 0.00 0.04
H -4.39708 -3.69290 3.81338 -0.01 0.08 -0.03
H -6.02871 -2.16165 4.87371 0.06 0.02 -0.05
H -5.87789 0.27954 4.49323 0.09 -0.09 -0.03
H -4.05336 1.19378 3.08222 -0.02 -0.11 0.03
H -1.79173 3.17872 2.86351 -0.10 -0.09 -0.23
H -0.71777 4.29888 3.68370 -0.02 -0.08 -0.01
H -2.13369 3.65485 4.51569 0.07 -0.03 -0.02
H -1.14288 2.83495 6.32741 0.09 -0.08 -0.05
H -0.54808 1.77893 8.37436 0.02 -0.02 -0.01
H 1.20151 1.53250 8.38475 -0.06 -0.02 -0.02
H 0.12467 0.14253 8.29654 0.00 0.05 -0.04
H 1.81722 -0.23920 6.24577 -0.10 0.11 -0.07
H 2.36954 -1.29509 4.08039 -0.04 -0.13 0.03
H 3.26919 0.19574 3.83439 -0.10 -0.02 -0.01
H 2.17855 -0.40604 2.59656 -0.05 -0.11 -0.23
H -1.76639 2.26874 -0.33305 0.01 -0.10 -0.05
H -2.14328 3.81916 -1.07457 0.03 0.01 0.07
H -2.68568 3.47366 0.56446 0.08 -0.07 -0.01
H -1.04994 5.85555 -0.36316 0.08 -0.06 0.05
```
Forces are in eV/Å.



C45H51N7O2ReTe as an isolated structure, computed with ωB97M-V/def2-TZVPD.

Net charge: +3
HOMO level (eV): -15.08
DFT total energy (hartree): -2624.58899
Frontier orbital gap (Eh): 0.2747

Geometry as XYZ:
```
107
Properties=species:S:1:pos:R:3:forces:R:3
Re 0.31713 -1.39576 -0.21170 0.03 -0.51 0.42
C -0.50711 -3.97826 1.17062 -0.05 0.01 0.06
N -0.35791 -2.56077 1.58200 0.07 0.07 -0.11
C 0.65684 -2.46095 2.67195 -0.01 0.00 0.03
C 1.48280 -1.21480 2.55262 -0.05 0.02 0.04
C 2.35356 -0.85020 3.56277 -0.04 0.02 0.03
C 3.06814 0.33028 3.44476 0.01 0.01 0.00
C 2.87102 1.11130 2.31681 -0.01 0.01 0.02
C 2.00263 0.67341 1.33766 -0.05 -0.01 0.02
N 1.32151 -0.48360 1.43859 -0.01 -0.01 -0.01
C -1.67098 -2.10801 2.09414 0.02 0.06 -0.03
C -2.54989 -1.84668 0.92188 -0.02 0.03 0.04
C -3.91356 -2.04974 0.93101 0.02 0.02 0.01
C -4.64358 -1.74984 -0.21115 0.02 0.01 -0.04
C -3.97299 -1.23570 -1.30748 -0.01 -0.16 0.03
C -2.60673 -1.04777 -1.23257 0.03 -0.08 0.02
N -1.88572 -1.37538 -0.14963 0.10 -0.02 -0.08
C 0.76072 -4.39557 0.51117 0.00 0.00 0.01
C 1.20299 -5.70483 0.51642 0.00 -0.01 0.01
C 2.43111 -6.00082 -0.05055 0.01 -0.01 0.00
C 3.18052 -4.95625 -0.56659 0.00 0.00 0.00
C 2.66349 -3.67582 -0.53690 -0.02 -0.01 -0.01
N 1.45533 -3.37998 -0.03082 -0.18 0.09 -0.11
H -1.35768 -4.04618 0.49007 0.00 0.00 0.01
H -0.72422 -4.60596 2.03983 0.00 0.00 0.00
H 1.30491 -3.33681 2.65401 0.02 0.01 -0.06
H 0.14667 -2.47140 3.63818 0.01 -0.05 0.01
H 2.45549 -1.48075 4.43684 0.00 0.00 0.00
H 3.75366 0.63846 4.22283 0.00 0.00 0.00
H 3.38054 2.05625 2.18838 -0.01 0.00 0.00
H 1.83336 1.26009 0.44613 0.00 0.01 -0.04
H -1.52113 -1.19049 2.65948 0.03 0.08 0.02
H -2.09354 -2.85313 2.77259 0.00 -0.01 0.00
H -4.39233 -2.44388 1.81754 0.00 0.00 0.00
H -5.71257 -1.91434 -0.24046 0.01 0.00 0.00
H -4.49605 -0.96531 -2.21328 0.02 -0.06 0.03
H -2.05738 -0.61130 -2.04917 -0.07 -0.10 0.14
H 0.59560 -6.47542 0.97266 0.00 0.00 0.00
H 2.80455 -7.01595 -0.06535 0.00 0.00 0.00
H 4.16354 -5.12304 -0.98352 0.00 0.00 0.00
H 3.24477 -2.85582 -0.91897 0.00 0.01 0.00
C 4.51054 -1.15504 -3.57151 0.00 0.00 0.00
N 4.06828 -0.35951 -2.41369 0.01 0.03 0.02
C 4.83066 0.85865 -2.08266 0.00 0.00 0.01
C 2.99868 -0.65678 -1.77240 -0.06 0.13 -0.02
N 2.03145 -0.93323 -1.17889 0.11 -0.06 -0.16
H 4.45420 -0.53830 -4.46751 -0.01 0.00 0.00
H 3.86494 -2.02159 -3.69001 0.00 0.00 0.00
H 5.53713 -1.47919 -3.41030 0.00 0.00 0.00
H 4.91364 1.47316 -2.97750 0.00 0.00 -0.01
H 5.82429 0.57821 -1.73753 0.00 0.00 0.00
H 4.30705 1.41582 -1.30994 0.00 0.00 0.00
C -1.01481 -3.72746 -2.31161 0.05 -0.02 0.03
O -0.28745 -2.50013 -2.09749 0.01 0.18 -0.10
H -0.37883 -4.59171 -2.11935 -0.01 0.00 0.01
H -1.38416 -3.75793 -3.33463 0.01 0.00 0.00
H -1.86424 -3.72358 -1.63391 -0.01 0.02 -0.01
H 0.32564 -2.35285 -2.82840 -0.07 0.06 -0.03
C 1.19525 5.54586 4.88580 -0.01 0.00 0.00
C 0.67861 4.72066 3.74609 0.01 -0.02 0.01
C 0.26407 3.40898 3.93216 -0.03 0.02 0.02
C -0.25691 2.65000 2.89357 -0.02 -0.02 -0.03
C -0.67414 1.24765 3.19981 0.01 -0.03 0.00
C -0.35443 3.22365 1.62367 -0.09 -0.01 0.00
Te -1.12411 2.38927 -0.17111 0.06 -0.15 -0.08
N -0.21920 0.66938 -0.91606 -0.22 0.24 -0.07
C 0.67228 1.29975 -1.78560 0.12 0.25 -0.03
O 1.30205 2.29799 -1.42201 -0.07 -0.13 -0.01
C 0.78863 0.89320 -3.22504 0.10 -0.08 0.07
C -0.12377 0.06569 -3.87279 -0.04 -0.07 0.06
C 0.01637 -0.22610 -5.22217 0.00 0.02 -0.05
C 1.06735 0.32240 -5.94664 -0.03 -0.01 0.02
C 1.96099 1.18031 -5.31864 0.02 0.02 0.04
C 1.81953 1.46795 -3.96950 0.06 -0.08 -0.03
C -3.17748 1.79893 -0.18031 0.07 0.09 -0.06
C -3.55801 1.88846 -1.52539 -0.09 0.06 0.03
C -4.88140 1.73802 -1.90223 0.00 0.12 0.03
C -5.84202 1.53665 -0.92303 0.01 0.04 0.00
C -5.46428 1.46615 0.40821 -0.03 -0.04 -0.03
C -4.13512 1.58985 0.81414 0.05 0.00 0.05
C -3.82005 1.51372 2.27644 -0.01 0.04 -0.01
C 0.08746 4.54590 1.38421 0.04 0.03 0.02
C 0.04788 5.25497 0.04961 -0.04 0.02 0.03
C 0.58830 5.25710 2.46577 0.03 0.00 -0.04
H 1.46121 4.92873 5.74170 0.00 0.00 0.00
H 0.42909 6.25313 5.20951 0.00 0.00 0.00
H 2.06584 6.12903 4.58759 0.00 0.00 0.00
H 0.33703 2.96214 4.91796 0.00 0.00 0.00
H 0.09418 0.74651 3.78920 0.03 -0.02 -0.04
H -0.83513 0.69092 2.27668 -0.04 -0.07 -0.02
H -1.59000 1.23596 3.78914 0.03 0.00 0.05
H -0.97327 -0.32503 -3.33479 0.10 0.01 -0.06
H -0.71437 -0.85012 -5.72099 0.01 0.00 0.01
H 1.16749 0.11016 -7.00281 0.00 0.00 0.01
H 2.75305 1.64786 -5.88937 0.00 0.00 0.00
H 2.48956 2.16308 -3.48203 0.00 0.02 0.00
H -2.82428 2.09773 -2.29754 0.03 0.01 0.00
H -5.15832 1.81764 -2.94487 -0.01 0.01 -0.01
H -6.88719 1.45513 -1.19116 0.00 0.00 0.00
H -6.22216 1.32529 1.16952 0.00 0.01 -0.01
H -4.69883 1.21348 2.84439 0.00 0.03 0.00
H -3.48891 2.47998 2.66350 0.06 -0.02 0.00
H -3.03530 0.78560 2.45976 -0.03 -0.05 0.00
H 0.47800 4.66923 -0.76204 0.03 -0.02 0.02
H 0.61748 6.17873 0.11854 -0.02 0.01 0.01
H -0.97396 5.52773 -0.22382 0.01 -0.01 -0.04
H 0.92641 6.27286 2.29752 0.00 0.00 0.01
```
Forces are in eV/Å.



Number 1 is which compound?
C45H51Cl2N6O11TaTe